No. 1
{"formula": "C3H6OS2", "method": "wB97M-V/def2-TZVPD", "species": ["C", "C", "O", "C", "S", "S", "H", "H", "H", "H", "H", "H"], "xyz": [[0.720206, 0.709134, 0.459264], [-0.009023, 1.805737, -0.219922], [0.449558, 2.853182, -0.588823], [0.368871, -0.656114, -0.139270], [0.867115, -1.994728, 0.957895], [-2.263689, -1.785009, -0.791224], [0.512114, 0.638885, 1.532149], [1.789938, 0.921932, 0.400456], [-1.048169, 1.586645, -0.534329], [0.964675, -1.077101, -0.951053], [-0.764145, -0.681226, -0.352131], [-1.587453, -2.321339, 0.226988]], "forces_ev_per_angstrom": [[0.34, -0.25, 0.30], [-0.77, 0.54, -1.09], [0.45, 0.05, 0.41], [3.76, -2.18, 2.52], [-1.02, 1.22, -0.51], [0.64, 0.80, 0.19], [-0.32, 0.30, -0.10], [-0.03, -0.19, -0.20], [-0.19, -0.20, 0.36], [-0.89, 1.04, -1.10], [-1.91, -0.90, -0.89], [-0.04, -0.23, 0.11]], "mulliken_charge": [-0.417, 0.040, -0.453, -0.109, -0.113, -0.211, 0.312, 0.278, 0.318, 0.390, -0.194, 0.160], "orbital_gap_ha": 0.193, "spin_multiplicity": 1, "energy_ha": -989.340760, "de_lowest_kcal_mol": 117.8, "total_charge": 0, "e_lumo_ev": -4.039}

No. 2
{"formula": "CH4O2S", "method": "wB97M-V/def2-TZVPD", "species": ["O", "C", "O", "H", "H", "S", "H", "H"], "xyz": [[0.598723, -0.255669, -0.081243], [1.209034, 0.764761, -0.220138], [2.486240, 0.882306, -0.562359], [0.784513, 1.719580, -0.057959], [2.917966, 0.034231, -0.718299], [-2.867480, -0.489863, 0.448261], [-3.483501, -1.626916, 0.789666], [-1.645494, -1.028430, 0.402068]], "forces_ev_per_angstrom": [[0.15, -0.29, -0.11], [0.10, -1.21, 0.07], [0.47, 0.49, -0.16], [-0.47, 1.33, 0.14], [-0.25, -0.34, 0.06], [-0.11, 0.16, -0.02], [0.09, -0.06, 0.00], [0.03, -0.09, 0.02]], "mulliken_charge": [-0.473, 0.223, -0.424, 0.338, 0.337, -0.295, 0.132, 0.163], "orbital_gap_ha": 0.370, "spin_multiplicity": 1, "energy_ha": -589.165185, "de_lowest_kcal_mol": 1.7, "total_charge": 0, "smiles": "O=CO.S", "e_lumo_ev": 0.665}

No. 3
{"formula": "C7H19NO4", "method": "wB97M-V/def2-TZVPD", "species": ["C", "C", "C", "C", "N", "C", "C", "C", "H", "H", "H", "H", "H", "H", "H", "H", "H", "H", "H", "O", "H", "H", "O", "H", "H", "O", "H", "H", "O", "H", "H"], "xyz": [[2.152926, -2.014404, 0.888810], [2.741618, -0.667170, 0.305844], [1.717287, 0.378566, 0.541343], [1.683239, 1.217110, 1.644856], [0.468925, 1.836609, 1.668833], [-0.269138, 1.490533, 0.551545], [-1.513365, 2.265883, 0.170775], [0.488322, 0.509446, -0.115743], [2.036448, -2.799011, 0.140841], [2.902585, -2.421527, 1.572377], [1.230050, -1.892713, 1.461931], [2.950013, -0.723732, -0.762130], [3.694841, -0.492193, 0.825536], [2.422884, 1.145908, 2.431062], [0.112987, 2.251149, 2.512280], [-1.751057, 1.704541, -0.753651], [-2.377355, 2.339828, 0.813193], [-1.181358, 3.264927, -0.173437], [0.208122, -0.109182, -0.965659], [-2.006972, -1.329318, 0.992943], [-1.353433, -0.850344, 1.542005], [-2.344607, -0.626948, 0.395608], [-1.451213, -2.980676, -1.168786], [-1.114454, -2.236077, -0.641521], [-2.042457, -3.489151, -0.593203], [-2.622212, -0.052559, -1.364940], [-2.841901, -0.932651, -1.717474], [-2.047046, 0.347473, -2.032091], [-0.337346, 1.549715, -2.806310], [0.003310, 2.114946, -2.106121], [0.440349, 1.201017, -3.258717]], "forces_ev_per_angstrom": [[1.18, -0.16, -0.21], [-0.56, -0.98, 0.43], [0.40, 0.94, 1.34], [0.45, -1.54, -0.66], [0.32, 0.18, -0.03], [0.19, -0.41, 1.03], [1.51, -0.76, -2.12], [-0.93, 0.73, -0.23], [-0.31, 0.17, -0.14], [-0.13, -0.04, 0.14], [0.10, 0.16, -0.32], [0.09, -0.31, -0.01], [-0.37, 0.36, -0.22], [-0.36, 0.62, 0.23], [-0.16, 0.45, -0.30], [-0.70, 0.93, 0.72], [0.04, -0.22, 0.43], [-0.38, -0.22, 0.40], [-0.14, 0.56, 0.11], [0.32, 0.86, 0.53], [-0.46, -0.40, -0.41], [0.27, -0.44, 0.15], [0.01, -0.09, -0.39], [-0.48, -0.50, 0.26], [0.39, 0.49, 0.01], [-0.42, -0.55, -0.53], [0.19, 0.24, 0.11], [0.10, -0.04, -0.07], [-0.18, -0.01, -0.43], [0.14, -0.08, 0.08], [-0.11, 0.07, 0.11]], "mulliken_charge": [-0.961, -0.673, -0.140, -0.820, 0.005, -0.741, -0.966, 0.704, 0.260, 0.349, 0.235, 0.337, 0.360, 0.398, 0.248, 0.089, 0.411, 0.308, 0.707, -0.675, 0.292, 0.365, -0.676, 0.373, 0.316, -0.708, 0.343, 0.256, -0.645, 0.331, 0.318], "orbital_gap_ha": 0.315, "spin_multiplicity": 1, "energy_ha": -633.815458, "de_lowest_kcal_mol": 27.4, "total_charge": 0, "smiles": "CCc1c[nH]c(C)c1.O.O.O.O", "e_lumo_ev": 0.552}

No. 4
{"formula": "C3H8N3", "method": "wB97M-V/def2-TZVPD", "species": ["C", "C", "C", "N", "N", "N", "H", "H", "H", "H", "H", "H", "H", "H"], "xyz": [[2.218217, 0.699526, 0.610573], [-1.373977, 0.364601, -0.798580], [0.151447, -2.059172, 0.196253], [1.646351, -0.204920, -0.012513], [1.188775, -1.350020, -0.097147], [-1.929559, 1.445339, -0.425679], [2.507135, 0.426360, 1.567186], [2.506994, 1.686071, 0.247342], [-1.579366, -0.254886, -1.684717], [-0.162624, -3.089914, -0.027082], [-0.394937, -1.519152, 1.036452], [-0.546816, -0.057366, -0.037296], [-2.504091, 2.045780, -1.010202], [-1.727550, 1.867754, 0.435411]], "forces_ev_per_angstrom": [[0.94, 0.42, 0.94], [2.62, -1.48, 2.44], [-0.32, 2.80, 2.60], [-3.03, 0.22, -2.76], [1.33, -3.09, -0.98], [-0.62, 0.09, -2.03], [1.18, -0.07, 2.12], [-0.54, -0.34, -0.46], [-0.10, 0.93, 0.10], [1.13, 0.60, -0.32], [-0.46, -1.09, -0.84], [-2.41, 1.03, -2.12], [-0.46, -0.51, -0.24], [0.74, 0.50, 1.54]], "mulliken_charge": [-0.346, 0.300, -0.460, -0.060, -0.189, -0.186, 0.295, 0.270, 0.374, 0.282, 0.401, -0.236, 0.276, 0.280], "orbital_gap_ha": 0.254, "spin_multiplicity": 1, "energy_ha": -282.937117, "de_lowest_kcal_mol": 142.2, "total_charge": 1, "e_lumo_ev": -5.431}

No. 5
{"formula": "C5H8O", "method": "wB97M-V/def2-TZVPD", "species": ["C", "C", "C", "C", "C", "O", "H", "H", "H", "H", "H", "H", "H", "H"], "xyz": [[0.378230, 1.216665, -1.178588], [0.888412, -0.030543, -0.527521], [0.673489, -0.648352, 0.754605], [-0.574914, -0.999230, -0.012815], [-1.694484, -0.482168, 0.832499], [-1.530536, 0.309923, 1.750415], [-0.546722, 1.535975, -0.703440], [1.099867, 2.040711, -1.232771], [0.158943, 0.925503, -2.215197], [1.824221, -0.371722, -1.013470], [0.289067, -0.004475, 1.542287], [1.351697, -1.440606, 1.038132], [-0.800330, -1.849493, -0.648661], [-2.703051, -0.933805, 0.740373]], "forces_ev_per_angstrom": [[-0.18, 0.16, 0.11], [-0.48, -0.26, -0.08], [0.31, 0.20, 0.62], [0.29, 0.18, -0.29], [0.18, 0.40, -0.17], [-0.55, -0.12, -0.56], [0.06, 0.30, -0.07], [0.01, -0.15, 0.23], [-0.10, 0.30, 0.21], [-1.17, -0.77, -0.41], [0.60, -0.14, 0.38], [0.20, 0.08, 0.05], [0.48, -0.10, 0.42], [0.34, -0.08, -0.44]], "mulliken_charge": [-1.111, -0.002, -0.441, -0.447, -0.047, -0.535, 0.271, 0.359, 0.290, 0.362, 0.208, 0.313, 0.409, 0.370], "orbital_gap_ha": 0.350, "spin_multiplicity": 1, "energy_ha": -270.446556, "de_lowest_kcal_mol": 69.9, "total_charge": 0, "smiles": "C[C@H]1C[C@H]1C=O", "e_lumo_ev": 0.723}

No. 6
{"formula": "C47H41F9GeO7P2PdSSb", "method": "wB97M-V/def2-TZVPD", "species": ["Pd", "O", "P", "C", "P", "O", "C", "C", "C", "C", "C", "C", "C", "C", "C", "C", "C", "C", "C", "C", "C", "C", "C", "C", "C", "C", "C", "C", "C", "C", "H", "H", "H", "H", "H", "H", "H", "H", "H", "H", "H", "H", "H", "H", "H", "H", "H", "H", "H", "H", "H", "H", "F", "Sb", "F", "F", "F", "F", "F", "O", "C", "O", "C", "C", "Ge", "C", "C", "C", "C", "C", "C", "C", "C", "C", "C", "C", "C", "C", "C", "C", "C", "C", "C", "H", "H", "H", "H", "H", "H", "H", "H", "H", "H", "H", "H", "H", "H", "H", "H", "H", "H", "H", "F", "C", "F", "F", "S", "O", "O", "O"], "xyz": [[1.808333, 0.655246, -0.006676], [1.431864, 0.746087, 2.190785], [1.021754, -0.463099, 2.943689], [1.584373, -2.012732, 2.188711], [0.568383, -2.538248, 0.782932], [0.155043, -1.443175, -0.128923], [1.484278, -3.868097, -0.014780], [2.603961, -4.475912, 0.541094], [3.286527, -5.453462, -0.168501], [2.853624, -5.819319, -1.433591], [1.740150, -5.207995, -1.995551], [1.057892, -4.231495, -1.290418], [-0.894775, -3.348910, 1.486428], [-2.135064, -2.822627, 1.142499], [-3.295198, -3.419157, 1.616577], [-3.216716, -4.539165, 2.431162], [-1.978383, -5.071672, 2.770933], [-0.819199, -4.481872, 2.290372], [1.719774, -0.446067, 4.610385], [1.790903, -1.555260, 5.447395], [2.295099, -1.428113, 6.732626], [2.736432, -0.190643, 7.181154], [2.683785, 0.913390, 6.343187], [2.178234, 0.789973, 5.057616], [-0.765358, -0.479195, 3.182879], [-1.466169, 0.526116, 2.525339], [-2.827290, 0.670968, 2.757804], [-3.481063, -0.187005, 3.629093], [-2.781650, -1.200394, 4.276402], [-1.422276, -1.340510, 4.059407], [1.642093, -2.806326, 2.937112], [2.594201, -1.769566, 1.818895], [2.982167, -4.161270, 1.505149], [4.178190, -5.898259, 0.253178], [3.403446, -6.563058, -1.996886], [1.422885, -5.470055, -2.996786], [0.219253, -3.712852, -1.739514], [-2.167474, -1.934662, 0.521375], [-4.260214, -3.001660, 1.357051], [-4.122708, -5.003207, 2.802149], [-1.918708, -5.951073, 3.400283], [0.147274, -4.907410, 2.540981], [1.462354, -2.529500, 5.103382], [2.357609, -2.295743, 7.377461], [3.138340, -0.092054, 8.182055], [3.055307, 1.871504, 6.682529], [2.166348, 1.630487, 4.374785], [-0.945569, 1.168807, 1.821569], [-3.371814, 1.453153, 2.247654], [-4.544832, -0.071254, 3.801626], [-3.295630, -1.876837, 4.948345], [-0.877647, -2.127377, 4.568653], [3.973485, -0.341108, 1.512762], [5.884858, -0.227895, 1.150345], [6.584113, 1.498766, 0.786017], [5.768650, 0.420051, 2.959611], [6.541385, -0.733271, -0.564744], [5.570730, -2.129807, 1.341223], [7.643223, -0.738801, 1.771223], [1.434293, 3.108965, 0.289225], [0.333917, 3.237633, -0.268075], [-0.359199, 2.321558, -0.816853], [-0.351586, 4.604112, -0.321488], [-0.924681, 4.806135, -1.712180], [-1.654287, 3.151068, -2.475825], [-2.794388, 3.940657, -3.965810], [-4.087387, 3.518410, -4.279678], [-4.792765, 4.046028, -5.356742], [-4.216378, 5.019966, -6.158362], [-2.929320, 5.456543, -5.872502], [-2.237543, 4.920077, -4.794936], [-0.415944, 2.110198, -3.565451], [-0.589164, 0.754393, -3.834856], [0.303867, 0.065528, -4.643817], [1.390957, 0.722228, -5.199899], [1.577844, 2.071398, -4.942160], [0.680525, 2.754810, -4.134487], [-3.052324, 2.209774, -1.475730], [-4.176450, 2.921083, -1.058388], [-5.233255, 2.290660, -0.410899], [-5.189597, 0.922301, -0.186842], [-4.065453, 0.202715, -0.573637], [-3.000424, 0.844983, -1.190260], [0.336057, 5.398227, -0.027724], [-1.159526, 4.563818, 0.417673], [-0.126285, 5.126730, -2.389279], [-1.701109, 5.574396, -1.749948], [-4.562502, 2.753155, -3.675247], [-5.795198, 3.691602, -5.571139], [-4.760451, 5.430905, -7.000981], [-2.462019, 6.212237, -6.494052], [-1.231425, 5.277681, -4.598976], [-1.428543, 0.216768, -3.411650], [0.164214, -0.994836, -4.818849], [2.109273, 0.178876, -5.801175], [2.445344, 2.583442, -5.339690], [0.867456, 3.801326, -3.920001], [-4.242100, 3.985098, -1.263993], [-6.096955, 2.865620, -0.096675], [-6.017585, 0.422100, 0.302244], [-4.008388, -0.860691, -0.370965], [-2.105636, 0.282856, -1.427825], [4.968522, -2.070670, -2.217375], [3.840354, -1.444699, -1.920665], [3.372535, -1.940436, -0.770417], [2.951326, -1.762050, -2.884903], [3.984581, 0.423948, -1.908124], [4.812751, 0.640893, -3.057521], [4.474254, 0.866397, -0.594188], [2.571236, 0.798663, -2.076440]], "forces_ev_per_angstrom": [[-0.31, 0.52, 0.22], [-0.20, 0.11, -0.09], [0.29, -0.15, 0.09], [-0.16, -0.04, -0.09], [0.12, 0.07, 0.10], [-0.06, 0.05, -0.03], [-0.01, -0.06, -0.02], [-0.05, -0.03, 0.06], [0.00, 0.00, -0.01], [0.01, 0.00, 0.00], [0.00, 0.01, -0.01], [0.01, -0.01, 0.01], [-0.02, -0.06, -0.14], [-0.02, 0.00, 0.06], [0.02, 0.02, -0.02], [-0.01, -0.02, 0.01], [0.00, 0.02, -0.01], [0.00, 0.04, 0.07], [0.01, 0.01, -0.01], [-0.04, 0.00, 0.02], [0.01, 0.01, -0.02], [-0.01, 0.00, 0.01], [0.01, 0.01, 0.00], [0.07, -0.05, -0.01], [0.03, 0.05, 0.09], [-0.06, -0.07, -0.12], [-0.04, -0.02, -0.04], [-0.02, -0.02, -0.01], [0.00, 0.02, -0.01], [0.01, 0.00, 0.00], [0.03, -0.02, -0.03], [0.02, -0.02, 0.10], [0.04, 0.03, -0.02], [0.00, 0.01, 0.01], [0.00, 0.00, 0.00], [0.00, -0.01, 0.00], [0.00, 0.01, 0.00], [0.01, -0.03, 0.00], [0.00, 0.01, 0.00], [0.00, 0.00, 0.00], [0.00, 0.00, 0.00], [0.00, -0.01, -0.03], [0.00, 0.00, 0.00], [0.00, 0.00, 0.00], [0.01, 0.00, 0.00], [0.01, 0.00, 0.00], [0.00, 0.00, 0.00], [0.00, 0.02, 0.06], [-0.06, 0.01, -0.07], [0.00, 0.00, 0.00], [0.00, 0.00, 0.00], [0.01, 0.02, 0.02], [0.07, 0.30, -0.38], [1.13, -0.55, 1.00], [-0.34, 0.04, 0.02], [-0.13, -0.12, 0.08], [-0.36, 0.03, -0.06], [-0.09, -0.08, 0.12], [-0.03, 0.11, -0.14], [-0.42, -0.12, -0.21], [0.21, 0.15, 0.30], [0.32, -0.27, 0.25], [0.03, -0.04, 0.04], [-0.12, 0.30, -0.15], [0.04, -0.15, 0.04], [-0.05, 0.02, -0.05], [0.01, -0.01, -0.05], [0.00, 0.00, 0.01], [0.00, 0.00, 0.00], [0.00, 0.00, 0.00], [-0.04, 0.04, 0.03], [-0.03, -0.01, -0.15], [-0.03, 0.04, -0.09], [0.03, 0.02, 0.02], [0.01, 0.00, 0.00], [0.01, -0.02, 0.02], [0.02, -0.09, 0.01], [-0.17, 0.05, -0.01], [-0.04, -0.08, -0.02], [-0.02, 0.01, 0.02], [0.01, -0.01, 0.04], [0.01, 0.04, 0.07], [0.06, -0.03, 0.04], [0.04, -0.07, 0.01], [0.00, 0.04, -0.01], [-0.04, 0.07, -0.02], [0.04, 0.05, 0.00], [0.01, 0.00, 0.00], [-0.01, -0.01, 0.00], [0.00, 0.01, 0.00], [0.00, 0.01, 0.00], [0.01, -0.01, -0.01], [0.00, -0.01, -0.01], [0.00, -0.01, 0.00], [0.01, 0.00, 0.01], [0.01, 0.00, 0.00], [0.00, 0.02, -0.01], [-0.01, 0.00, -0.01], [-0.01, 0.01, 0.01], [-0.01, -0.01, 0.00], [-0.02, -0.01, -0.02], [0.03, -0.01, 0.03], [0.10, -0.04, -0.01], [-0.10, 0.27, -0.18], [0.08, 0.06, 0.10], [-0.03, -0.08, 0.02], [-0.13, -0.01, 0.26], [0.07, 0.27, 0.04], [-0.09, -0.48, -1.13], [0.29, -0.09, 0.00]], "mulliken_spin": [0.920, 0.023, -0.017, 0.022, 0.021, -0.019, 0.001, -0.001, 0.000, 0.000, 0.000, 0.000, 0.002, 0.001, 0.000, 0.000, 0.000, 0.000, 0.005, -0.001, 0.000, 0.000, 0.000, 0.004, 0.004, -0.004, -0.001, 0.000, 0.000, 0.000, 0.002, -0.015, 0.000, 0.000, 0.000, 0.000, 0.000, 0.000, 0.000, 0.000, 0.000, 0.000, 0.000, 0.000, 0.000, 0.000, -0.003, 0.003, 0.000, 0.000, 0.000, 0.000, -0.003, -0.001, 0.000, 0.000, 0.000, 0.000, 0.000, 0.015, -0.016, 0.000, 0.005, 0.000, 0.002, 0.000, 0.000, 0.000, 0.000, 0.000, 0.000, -0.002, 0.000, 0.001, 0.000, 0.000, 0.000, -0.001, 0.000, 0.000, 0.000, -0.001, -0.002, -0.001, 0.000, 0.000, 0.000, 0.000, 0.000, 0.000, 0.000, 0.000, 0.000, 0.000, 0.000, 0.000, 0.000, 0.000, 0.000, 0.000, 0.000, 0.002, 0.000, 0.005, -0.003, -0.001, 0.008, 0.004, 0.009, 0.033], "orbital_gap_ha": [0.237, 0.224], "spin_multiplicity": 2, "energy_ha": -6767.377951, "s2": 0.751, "de_lowest_kcal_mol": 21.6, "total_charge": -2, "e_lumo_ev": [3.499, 3.499]}